Entry 1:
76
Properties=species:S:1:pos:R:3 method="wB97M-V/def2-TZVPD" total_energy_ha=-3340.5854 e_above_lowest_ev=1.041 homo_energy_ev="-7.690 / -7.743" lumo_ev="-0.942 / -0.886" multiplicity=4 homo_lumo_gap_ev="6.749 / 6.857"
Cr 0.7308 -1.6885 -1.7240
C 0.3455 4.5045 4.0006
O 1.2282 3.9182 3.0630
C 1.8924 2.7896 3.4294
C 2.7449 2.2499 2.4607
C 3.4611 1.1055 2.7193
C 3.3529 0.4775 3.9645
C 2.5451 1.0431 4.9386
C 1.7934 2.1799 4.6779
N 4.1401 -0.6420 4.3804
N 4.4587 -1.5568 3.6194
C 3.9181 -1.6797 2.3120
C 4.8146 -1.8961 1.2902
C 4.4325 -1.9354 -0.0580
C 3.0995 -1.8038 -0.3951
O 2.6285 -1.7585 -1.6130
C 2.1523 -1.7304 0.6684
N 0.8484 -1.7055 0.2717
C -0.1048 -1.6201 1.1785
C 0.1786 -1.6003 2.5481
C 1.4824 -1.6359 2.9663
C 2.5259 -1.6631 2.0190
H -0.1158 5.3466 3.4927
H 0.8876 4.8617 4.8791
H -0.4303 3.8007 4.3072
H 2.8294 2.7468 1.5054
H 4.1107 0.7048 1.9535
H 2.5110 0.5792 5.9157
H 1.1586 2.5847 5.4501
H 5.8610 -1.9769 1.5556
H 5.1686 -2.0471 -0.8404
H -1.1242 -1.5875 0.8269
H -0.6344 -1.5617 3.2568
H 1.7088 -1.6542 4.0228
F -2.0079 1.6868 2.4733
C -1.9443 2.1211 1.2060
C -0.7746 2.2088 0.5637
N -0.6890 2.6305 -0.7428
C 0.5938 2.5640 -1.4447
C 1.1652 1.1691 -1.1678
O 1.9452 0.9808 -0.2559
O 0.5864 0.2581 -1.8656
C -1.8084 3.0222 -1.4494
O -1.7823 3.3842 -2.6028
N -2.9908 2.9407 -0.7378
C -3.1989 2.4996 0.5677
O -4.3000 2.4554 1.0569
H 0.1568 1.9370 1.0450
H 1.2776 3.3385 -1.0934
H 0.3704 2.7034 -2.5008
H -3.8185 3.2343 -1.2441
C -1.9449 -2.9321 -2.9078
N -1.3720 -1.6069 -2.5046
C -2.3391 -0.9841 -1.5590
N -3.6603 -0.8344 -2.1294
C -4.1504 -2.1602 -2.5073
N -3.2700 -2.8018 -3.4784
C -3.1926 -1.9505 -4.6609
N -2.6824 -0.6239 -4.3294
C -1.3679 -0.7472 -3.7405
C -3.5677 -0.0163 -3.3397
H -1.9809 -3.5672 -2.0217
H -1.2712 -3.3891 -3.6318
H -1.9433 -0.0064 -1.2693
H -2.4142 -1.6287 -0.6818
H -5.1465 -2.0581 -2.9402
H -4.2169 -2.7857 -1.6144
H -4.1888 -1.8499 -5.0946
H -2.5329 -2.4161 -5.3959
H -0.9953 0.2393 -3.4664
H -0.6820 -1.2045 -4.4623
H -4.5650 0.0889 -3.7694
H -3.1874 0.9749 -3.0807
O 1.5172 -5.7644 -2.2266
C 1.1189 -4.6724 -2.0842
N 0.6549 -3.5868 -1.9545

Entry 2:
80
Properties=species:S:1:pos:R:3 method="wB97M-V/def2-TZVPD" total_energy_ha=-8191.8064 e_above_lowest_ev=0.257 homo_energy_ev="-7.397 / -7.830" lumo_ev="-0.865 / -1.315" multiplicity=2 homo_lumo_gap_ev="6.532 / 6.515"
Rb 1.6497 -1.4690 1.4339
O 4.4926 1.7203 -1.4725
C 3.7998 1.2562 -0.4028
N 4.1266 0.2274 0.2614
C 5.2239 -0.5965 -0.2247
C 4.6825 -1.9598 -0.5888
C 5.0451 -3.1076 0.1002
C 4.4661 -4.3199 -0.2520
C 3.5499 -4.3485 -1.2863
C 3.2503 -3.1559 -1.9263
N 3.7962 -1.9906 -1.5910
C 2.6315 2.0827 0.0373
C 2.5719 3.4303 -0.2873
C 1.4932 4.1737 0.1689
C 0.5179 3.5459 0.9191
C 0.6633 2.1906 1.1879
N 1.6959 1.4725 0.7669
H 5.9534 -0.7091 0.5790
H 5.7347 -0.1629 -1.0878
H 5.7593 -3.0416 0.9107
H 4.7111 -5.2254 0.2870
H 3.0530 -5.2634 -1.5749
H 2.5235 -3.1290 -2.7309
H 3.3560 3.8736 -0.8817
H 1.4188 5.2286 -0.0628
H -0.3487 4.0781 1.2885
H -0.0829 1.6603 1.7733
Se -2.0845 -0.8201 0.4706
P -2.7912 1.0014 -0.5923
Se -1.3994 1.7759 -2.0028
C -4.3862 0.5317 -1.3156
C -5.4590 0.2135 -0.4832
C -6.6682 -0.1743 -1.0321
C -6.8099 -0.2527 -2.4135
C -5.7441 0.0597 -3.2413
C -4.5297 0.4560 -2.6955
C -3.1351 2.1893 0.7393
C -3.3037 1.8133 2.0679
C -3.5444 2.7746 3.0399
C -3.6288 4.1130 2.6888
C -3.4683 4.4932 1.3623
C -3.2150 3.5377 0.3916
H -5.3476 0.2636 0.5936
H -7.5009 -0.4192 -0.3860
H -7.7548 -0.5597 -2.8431
H -5.8517 -0.0030 -4.3162
H -3.6900 0.7064 -3.3317
H -3.2294 0.7742 2.3596
H -3.6568 2.4705 4.0722
H -3.8135 4.8616 3.4483
H -3.5304 5.5374 1.0847
H -3.0606 3.8417 -0.6367
F 0.8735 -3.4922 0.1298
Sb 0.2775 -4.6983 1.4693
F -0.7949 -5.5538 0.1890
F 1.7416 -5.8290 1.1218
F -0.3168 -5.7681 2.8900
F 1.3379 -3.6708 2.6758
F -1.1092 -3.4144 1.7373
S 0.4587 -0.3397 -2.1851
C 1.5747 0.8523 -2.8183
N 2.8823 0.4569 -2.7704
C 3.9484 1.3789 -2.8571
C 3.5188 2.5964 -3.5726
C 2.2087 2.8187 -3.7496
N 1.1937 1.9902 -3.3085
H 3.1018 -0.4567 -2.3626
H 4.8287 0.9043 -3.2871
H 4.2643 3.2898 -3.9336
H 1.8735 3.7112 -4.2665
O -1.9753 -3.0750 -1.2823
N -2.3846 -2.0273 -1.3683
N -1.8937 -1.8051 4.2354
C -0.5601 -1.4845 4.1543
N 0.2547 -2.0749 5.0820
O -0.1401 -0.6699 3.3400
H -2.1266 -2.7001 4.6362
H -2.3721 -1.6257 3.3645
H -0.0329 -2.9485 5.4906
H 1.2364 -2.0110 4.8730

Which of these has the highest multiplicity?
C29H28CrFN10O7